# 1
{
  "formula": "C51H39MnN10OPS2",
  "method": "the ωB97M-V functional and the def2-TZVPD basis",
  "e_above_lowest_kcal_mol": 10.1,
  "total_charge": 1,
  "spin_multiplicity": 3,
  "e_lumo_ev": [-2.84, -3.78],
  "orbital_gap_ev": [7.661, 6.724],
  "symbols": ["Mn", "C", "N", "C", "N", "C", "C", "C", "C", "C", "C", "C", "C", "C", "C", "C", "C", "C", "C", "P", "C", "N", "C", "C", "N", "C", "C", "C", "C", "C", "C", "C", "C", "C", "C", "C", "C", "C", "C", "N", "C", "C", "N", "C", "C", "C", "C", "C", "C", "C", "C", "C", "C", "C", "C", "C", "H", "H", "H", "H", "H", "H", "H", "H", "H", "H", "H", "H", "H", "H", "H", "H", "H", "H", "H", "H", "H", "H", "H", "H", "H", "H", "H", "H", "H", "H", "H", "H", "H", "H", "H", "H", "H", "H", "H", "S", "C", "N", "C", "N", "C", "N", "O", "S", "N"],
  "xyz": [[-0.175584, 0.690845, -0.981501], [0.174283, -4.639499, 0.473580], [0.058045, -3.506974, -0.445690], [0.158045, -2.194434, -0.131062], [0.023404, -1.440110, -1.211081], [-0.161090, -2.308836, -2.275197], [-0.152806, -3.598334, -1.799935], [-0.279553, -4.877129, -2.527062], [-1.239785, -5.817906, -2.159668], [-1.370278, -7.000932, -2.872809], [-0.543836, -7.251571, -3.959066], [0.414307, -6.317783, -4.331177], [0.547279, -5.135793, -3.619130], [-0.416255, -1.972567, -3.694992], [0.521357, -1.311153, -4.477759], [0.259420, -1.034385, -5.812159], [-0.938613, -1.438284, -6.384543], [-1.866637, -2.134121, -5.619941], [-1.607847, -2.398194, -4.283373], [0.365489, -1.630244, 1.575189], [1.608240, -0.354627, 1.244578], [1.548928, 0.604142, 0.328160], [2.744825, 1.310100, 0.422450], [3.506179, 0.748401, 1.415546], [2.768559, -0.286487, 1.933878], [3.197615, -1.177259, 3.013716], [4.834131, 1.149350, 1.916509], [5.036101, 2.460331, 2.341373], [6.289459, 2.864885, 2.776381], [7.346831, 1.965268, 2.790109], [7.151310, 0.656899, 2.368219], [5.899392, 0.250005, 1.931120], [3.261717, 2.391199, -0.453567], [2.727296, 3.671404, -0.501329], [3.273355, 4.637508, -1.335038], [4.370493, 4.335517, -2.127717], [4.936119, 3.066103, -2.063592], [4.389664, 2.106006, -1.226774], [-1.086551, -0.573418, 1.700553], [-1.452827, 0.349529, 0.829175], [-2.572177, 0.965835, 1.361929], [-2.860315, 0.379782, 2.575655], [-1.915321, -0.594879, 2.771590], [-1.836220, -1.487759, 3.925715], [-3.980310, 0.629849, 3.504105], [-5.287140, 0.597813, 3.022600], [-6.349704, 0.858802, 3.873902], [-6.117076, 1.153345, 5.210838], [-4.817593, 1.188688, 5.697089], [-3.752416, 0.929054, 4.846448], [-3.320718, 2.137453, 0.842599], [-3.442033, 3.260261, 1.662128], [-4.164259, 4.365582, 1.241799], [-4.772115, 4.364980, -0.006315], [-4.668414, 3.245308, -0.820790], [-3.951077, 2.137238, -0.394075], [0.872486, -4.398085, 1.267990], [0.543130, -5.499080, -0.077472], [-0.792036, -4.887883, 0.909364], [-1.910655, -5.611529, -1.333155], [-2.123896, -7.722482, -2.585520], [-0.649746, -8.172176, -4.518963], [1.061595, -6.510987, -5.176984], [1.289038, -4.401758, -3.910372], [1.477692, -1.045079, -4.048376], [0.999052, -0.514619, -6.409430], [-1.145586, -1.218158, -7.424289], [-2.797397, -2.465397, -6.062512], [-2.342587, -2.922408, -3.684500], [3.914919, -0.649758, 3.634423], [3.667988, -2.073227, 2.613009], [2.343319, -1.461743, 3.618953], [4.210294, 3.162639, 2.323049], [6.437364, 3.884361, 3.108432], [8.325463, 2.285429, 3.124609], [7.974769, -0.045453, 2.372717], [5.756096, -0.764291, 1.574483], [1.906139, 3.936479, 0.139268], [2.841785, 5.629995, -1.351129], [4.798591, 5.091651, -2.773650], [5.809996, 2.827060, -2.656970], [4.826375, 1.114349, -1.189245], [-2.835990, -1.637158, 4.322007], [-1.209162, -1.061314, 4.707193], [-1.425985, -2.446106, 3.622905], [-5.462992, 0.378506, 1.976187], [-7.362297, 0.831748, 3.492224], [-6.948403, 1.363020, 5.872126], [-4.631403, 1.428943, 6.735946], [-2.736355, 0.991763, 5.220182], [-2.952617, 3.275803, 2.627998], [-4.237259, 5.234400, 1.883431], [-5.327390, 5.233035, -0.340087], [-5.156039, 3.228856, -1.788295], [-3.919402, 1.243350, -0.997619], [1.960288, 1.575925, -3.384988], [0.987695, 1.162853, -2.323104], [0.845068, 6.335011, 1.430551], [0.162468, 5.441146, 1.156549], [-0.626451, 4.416930, 0.900675], [-0.503507, 3.442409, 0.130298], [-0.436798, 2.511479, -0.581509], [-3.736992, -0.406815, -2.836023], [-2.531608, 0.307489, -3.213357], [-1.522342, 0.592079, -2.178613]],
  "atomic_forces_ev_per_a": [[-0.3, -0.9, 1.7], [0.0, 0.1, -0.1], [0.0, -0.1, 0.0], [-0.1, -0.2, 0.1], [0.1, 0.3, -0.3], [-0.1, 0.0, 0.0], [0.1, 0.0, 0.0], [0.0, 0.1, 0.0], [-0.1, 0.0, 0.0], [0.0, 0.0, 0.0], [0.0, 0.0, 0.0], [0.0, 0.0, 0.0], [0.0, 0.0, 0.0], [0.0, 0.0, 0.1], [0.1, -0.1, 0.0], [0.0, 0.0, 0.0], [-0.1, 0.0, 0.0], [0.1, 0.0, 0.0], [0.0, -0.1, 0.0], [0.1, 0.0, 0.0], [0.0, 0.1, 0.2], [0.0, 0.1, -0.3], [-0.1, -0.1, -0.1], [0.0, 0.0, 0.2], [0.1, -0.2, 0.0], [0.0, 0.1, -0.1], [0.0, 0.0, -0.1], [0.0, 0.0, 0.0], [0.0, 0.0, 0.0], [0.0, 0.0, 0.0], [0.0, 0.0, 0.0], [0.0, 0.0, 0.0], [0.0, -0.1, -0.1], [0.0, 0.0, 0.1], [0.0, 0.0, 0.0], [0.0, 0.0, 0.0], [0.0, 0.0, 0.0], [0.0, -0.1, -0.1], [0.0, -0.1, 0.2], [0.0, 0.2, -0.4], [0.1, 0.1, 0.1], [-0.1, -0.1, 0.0], [0.0, 0.0, 0.1], [0.0, 0.1, -0.1], [0.1, 0.0, 0.0], [0.0, 0.0, 0.0], [0.0, 0.0, 0.0], [0.0, 0.0, 0.0], [0.0, 0.0, 0.0], [0.0, 0.0, 0.0], [0.2, 0.0, 0.0], [0.0, 0.0, 0.0], [0.0, 0.0, 0.0], [0.0, 0.0, 0.0], [0.0, 0.0, 0.0], [-0.1, -0.1, 0.0], [0.0, 0.0, 0.0], [0.0, 0.0, 0.0], [0.0, 0.0, 0.0], [0.0, 0.0, 0.0], [0.0, 0.0, 0.0], [0.0, 0.0, 0.0], [0.0, 0.0, 0.0], [0.0, 0.0, 0.0], [0.0, 0.0, 0.0], [0.0, 0.0, 0.0], [0.0, 0.0, 0.0], [0.0, 0.0, 0.0], [0.0, 0.0, 0.0], [0.0, 0.0, 0.0], [0.0, 0.0, 0.0], [-0.1, 0.0, 0.0], [0.0, 0.0, 0.0], [0.0, 0.0, 0.0], [0.0, 0.0, 0.0], [0.0, 0.0, 0.0], [0.0, 0.0, 0.0], [-0.1, 0.0, 0.1], [0.0, 0.0, 0.0], [0.0, 0.0, 0.0], [0.0, 0.0, 0.0], [0.0, 0.0, 0.0], [0.0, 0.0, 0.0], [0.0, 0.0, 0.0], [0.0, 0.0, 0.0], [0.0, 0.0, 0.0], [0.0, 0.0, 0.0], [0.0, 0.0, 0.0], [0.0, 0.0, 0.0], [0.0, 0.0, 0.0], [0.0, 0.0, 0.0], [0.0, 0.0, 0.0], [0.0, 0.0, 0.0], [0.0, 0.0, 0.0], [0.0, 0.0, -0.1], [0.1, 0.4, -0.3], [0.5, 0.0, -0.5], [-0.1, -0.1, 0.0], [0.3, -0.2, -0.3], [-0.5, 0.3, 0.5], [0.5, 0.1, -0.3], [-0.1, 0.5, 0.2], [0.0, 0.0, 0.1], [-0.1, 0.2, -0.3], [-0.3, 0.0, -0.3]]
}


# 2
{
  "formula": "C51H42N3O4Sc",
  "method": "the ωB97M-V functional and the def2-TZVPD basis",
  "e_above_lowest_kcal_mol": 0.0,
  "e_lumo_ev": -0.29,
  "orbital_gap_ev": 7.458,
  "symbols": ["Sc", "O", "C", "C", "C", "C", "C", "C", "C", "C", "C", "O", "C", "C", "C", "C", "C", "C", "C", "C", "C", "C", "C", "C", "N", "C", "C", "C", "C", "C", "C", "C", "C", "C", "C", "C", "C", "H", "H", "H", "H", "H", "H", "H", "H", "H", "H", "H", "H", "H", "H", "H", "H", "H", "H", "H", "H", "H", "H", "H", "H", "H", "H", "H", "C", "C", "C", "C", "N", "C", "C", "C", "C", "C", "C", "N", "H", "H", "H", "H", "H", "H", "H", "H", "C", "C", "O", "C", "C", "C", "C", "C", "C", "O", "H", "H", "H", "H", "H", "H", "H"],
  "xyz": [[-0.201465, 0.275433, 0.161515], [1.701752, 0.422607, 0.503862], [2.806615, -0.151397, 1.078803], [3.153607, -1.462784, 0.315969], [2.143774, -2.570424, 0.462091], [2.568622, -3.824283, 0.893646], [1.647646, -4.844272, 1.041619], [0.321298, -4.579499, 0.761437], [-0.037594, -3.306812, 0.332200], [-1.481960, -2.972324, 0.120848], [-1.984899, -2.071518, 1.295285], [-1.268914, -0.900426, 1.299630], [-3.477786, -1.740905, 1.142653], [-4.264646, -2.125156, 0.064326], [-5.601954, -1.749498, -0.011353], [-6.171629, -0.985677, 0.993918], [-5.391544, -0.591177, 2.074570], [-4.060115, -0.963765, 2.143744], [-1.766719, -2.856249, 2.591605], [-2.563150, -3.955775, 2.901872], [-2.304284, -4.716646, 4.031749], [-1.246455, -4.382798, 4.868009], [-0.456133, -3.283314, 4.567332], [-0.713643, -2.523693, 3.433757], [0.858854, -2.324237, 0.170446], [4.016797, 0.793324, 0.942845], [3.865819, 2.009276, 0.289357], [4.938246, 2.880134, 0.151203], [6.181567, 2.543399, 0.663291], [6.340350, 1.332785, 1.323815], [5.266085, 0.468187, 1.465876], [2.557149, -0.388818, 2.576366], [3.178500, -1.394613, 3.311299], [2.928029, -1.544500, 4.668089], [2.049060, -0.689060, 5.315658], [1.427866, 0.318717, 4.592628], [1.682514, 0.468603, 3.237794], [4.134490, -1.834245, 0.610413], [3.238589, -1.157819, -0.730474], [3.615477, -3.988787, 1.113218], [1.956600, -5.822986, 1.385869], [-0.440996, -5.335797, 0.892455], [-2.066216, -3.891009, 0.062590], [-1.605710, -2.408539, -0.806151], [-3.848151, -2.727966, -0.733313], [-6.197969, -2.060966, -0.860921], [-7.214964, -0.700781, 0.938652], [-5.828279, 0.005713, 2.866074], [-3.444993, -0.653435, 2.980347], [-3.398020, -4.210669, 2.257612], [-2.932994, -5.567218, 4.265237], [-1.047417, -4.973756, 5.753308], [0.368946, -3.012096, 5.213847], [-0.100008, -1.664288, 3.191927], [2.887571, 2.262067, -0.094892], [4.801889, 3.829526, -0.353122], [7.020063, 3.219900, 0.556825], [7.304452, 1.065765, 1.738783], [5.402956, -0.457806, 2.012130], [3.865319, -2.079860, 2.832286], [3.416354, -2.339898, 5.218065], [1.848872, -0.808259, 6.373069], [0.737268, 0.992754, 5.084491], [1.185893, 1.249545, 2.677005], [-4.529441, 1.525383, -0.835480], [-4.755591, 1.162771, -2.151613], [-3.757303, 0.512340, -2.855776], [-2.552109, 0.243021, -2.215792], [-2.333764, 0.616508, -0.955868], [-3.295218, 1.235478, -0.278176], [-1.424643, -0.469022, -2.871075], [-1.506195, -0.971631, -4.165630], [-0.404696, -1.600525, -4.719050], [0.752887, -1.706491, -3.969386], [0.745970, -1.200427, -2.680356], [-0.314014, -0.609783, -2.138081], [-5.289905, 2.018630, -0.247577], [-5.702655, 1.379067, -2.628774], [-3.922975, 0.230944, -3.884686], [-3.050081, 1.503912, 0.741605], [-2.416980, -0.880396, -4.737342], [-0.453327, -1.998404, -5.724039], [1.641485, -2.178582, -4.363569], [1.617366, -1.269086, -2.045897], [1.114193, 3.933145, -2.233966], [0.540300, 3.154104, -1.069394], [0.193279, 1.989805, -1.301173], [0.432861, 3.789405, 0.225412], [0.955229, 5.084978, 0.427377], [0.857901, 5.730196, 1.630341], [0.205128, 5.088734, 2.694949], [-0.322923, 3.836672, 2.538747], [-0.225306, 3.126030, 1.310446], [-0.735622, 1.944661, 1.239219], [1.047986, 3.311283, -3.123045], [2.162275, 4.176789, -2.051688], [0.571761, 4.865001, -2.393114], [1.457545, 5.586454, -0.389317], [1.278962, 6.717806, 1.760238], [0.120468, 5.589514, 3.651929], [-0.824771, 3.330212, 3.354204]],
  "atomic_forces_ev_per_a": [[-0.2, -0.1, -0.3], [0.0, 0.0, -0.1], [0.2, -0.1, 0.1], [-0.2, 0.2, 0.1], [0.0, -0.1, 0.0], [0.0, 0.0, 0.0], [0.0, 0.0, 0.0], [0.0, 0.0, 0.0], [0.0, -0.1, 0.0], [0.0, 0.2, 0.1], [-0.1, -0.2, -0.2], [0.0, 0.2, 0.1], [0.0, 0.0, 0.0], [0.1, 0.0, 0.0], [-0.1, 0.0, 0.0], [0.0, 0.0, -0.1], [0.0, 0.0, 0.0], [0.0, 0.0, 0.0], [0.0, 0.0, 0.1], [0.0, 0.0, 0.0], [0.0, 0.0, 0.0], [0.0, 0.0, 0.0], [0.0, -0.1, 0.0], [0.0, 0.0, 0.0], [0.0, 0.0, 0.0], [0.0, 0.0, 0.0], [0.0, 0.0, 0.0], [0.0, 0.0, 0.0], [0.0, 0.0, 0.0], [0.0, 0.0, 0.0], [0.0, 0.0, 0.0], [0.0, 0.0, 0.0], [0.0, 0.0, 0.0], [0.0, 0.0, 0.1], [0.0, 0.0, 0.0], [0.0, 0.0, 0.0], [0.0, 0.0, 0.0], [0.0, 0.0, 0.0], [0.0, 0.0, 0.0], [0.0, 0.0, 0.0], [0.0, 0.0, 0.0], [0.0, 0.0, 0.0], [0.0, 0.0, 0.0], [0.0, 0.0, 0.0], [0.0, 0.0, 0.0], [0.0, 0.0, 0.0], [0.0, 0.0, 0.0], [0.0, 0.0, 0.0], [0.0, 0.0, 0.0], [0.0, 0.0, 0.0], [0.0, 0.0, 0.0], [0.0, 0.0, 0.0], [0.0, 0.0, 0.0], [0.0, 0.0, 0.0], [0.0, 0.0, 0.0], [0.0, 0.0, 0.0], [0.0, 0.0, 0.0], [0.0, 0.0, 0.0], [0.0, 0.0, 0.0], [0.0, 0.0, 0.0], [0.0, 0.0, 0.0], [0.0, 0.0, 0.0], [0.0, 0.0, 0.0], [0.0, 0.0, 0.1], [0.0, 0.0, 0.0], [0.0, 0.0, 0.0], [0.1, 0.0, 0.0], [-0.1, 0.0, 0.0], [0.1, 0.0, 0.0], [0.0, 0.0, 0.1], [0.1, 0.0, -0.1], [0.0, 0.0, 0.0], [0.0, 0.0, 0.0], [0.0, 0.0, 0.0], [0.0, 0.0, 0.0], [0.0, 0.0, 0.1], [0.0, 0.0, 0.0], [0.0, 0.0, 0.0], [0.0, 0.0, 0.0], [0.0, 0.0, 0.0], [0.0, 0.0, 0.0], [0.0, 0.0, 0.0], [0.0, 0.0, 0.0], [0.0, 0.0, 0.0], [-0.1, -0.1, 0.0], [0.1, 0.0, -0.3], [0.0, 0.0, 0.1], [-0.2, -0.2, 0.4], [0.0, 0.0, -0.1], [0.0, 0.1, 0.0], [0.0, 0.0, -0.1], [-0.1, -0.1, 0.0], [0.2, 0.4, 0.0], [-0.1, -0.1, 0.0], [0.0, 0.0, 0.0], [0.0, 0.0, 0.0], [0.0, 0.0, 0.0], [0.0, 0.0, 0.0], [0.0, 0.0, 0.0], [0.0, 0.0, 0.0], [0.0, 0.0, 0.0]]
}